{"formula": "C13H42B2NO13P", "method": "ωB97M-V/def2-TZVPD", "relative_energy_kcal_mol": 0.0, "orbital_gap_ev": 9.30, "largest_force_ev_per_a": 0.72, "elements": ["P", "O", "O", "O", "O", "O", "O", "O", "O", "O", "O", "O", "O", "O", "N", "C", "C", "C", "C", "C", "C", "C", "C", "C", "C", "C", "C", "C", "B", "B", "H", "H", "H", "H", "H", "H", "H", "H", "H", "H", "H", "H", "H", "H", "H", "H", "H", "H", "H", "H", "H", "H", "H", "H", "H", "H", "H", "H", "H", "H", "H", "H", "H", "H", "H", "H", "H", "H", "H", "H", "H", "H"], "positions_angstrom": [[1.816, -2.235, -3.077], [4.159, 0.736, -3.956], [5.176, 1.077, -1.843], [6.857, -5.974, -1.863], [1.605, -3.150, -1.789], [-4.837, 1.657, 1.109], [1.506, -0.716, -2.592], [6.354, -3.298, -0.302], [-5.150, 4.106, 5.342], [-9.592, 2.179, 1.483], [7.841, 0.042, -2.565], [4.886, -2.093, -1.270], [-0.876, -1.612, -0.821], [0.969, -2.613, -4.200], [6.115, -2.804, -1.324], [3.577, -2.337, -3.439], [-5.911, 3.719, 1.855], [-6.198, 6.314, 5.404], [7.748, -6.958, -1.353], [-6.287, 4.846, 5.776], [7.505, -7.253, 0.115], [9.576, 1.503, -1.664], [-2.649, 0.078, -0.708], [-9.807, 0.907, 0.877], [-10.486, -0.073, 1.814], [-1.584, -0.709, 0.028], [-5.972, 2.507, 0.948], [9.018, 0.776, -2.873], [4.599, 0.219, -2.746], [4.419, -1.479, -2.449], [-6.890, 1.943, 1.138], [-10.431, 1.103, 0.006], [8.855, 2.230, -1.283], [10.493, 2.036, -1.918], [-5.974, 2.804, -0.100], [-7.142, 4.380, 5.287], [8.818, 1.487, -3.683], [-10.664, -1.027, 1.317], [8.786, -6.644, -1.511], [4.854, 1.979, -1.979], [-11.441, 0.328, 2.155], [-0.880, -0.023, 0.515], [-5.889, 3.419, 2.906], [7.665, -6.357, 0.720], [-6.086, 6.425, 4.325], [-5.003, 4.293, 1.663], [9.793, 0.795, -0.863], [-3.359, -0.601, -1.181], [7.577, -7.849, -1.956], [-2.030, -1.331, 0.804], [-0.463, -1.093, -1.521], [-9.033, 2.050, 2.255], [9.735, 0.045, -3.244], [1.863, -2.780, -0.937], [3.203, 0.807, -4.054], [8.181, -8.030, 0.475], [6.478, -7.583, 0.269], [-6.419, 4.733, 6.857], [-2.196, 0.686, -1.496], [-3.193, 0.736, -0.031], [6.989, -5.163, -1.363], [-5.336, 6.783, 5.883], [7.170, 0.657, -2.247], [3.704, -2.015, -4.474], [-7.094, 6.851, 5.720], [-8.856, 0.494, 0.521], [-4.814, 1.369, 2.027], [3.794, -3.406, -3.347], [-6.775, 4.367, 1.698], [1.867, -0.478, -1.728], [-4.370, 4.479, 5.764], [-9.865, -0.261, 2.693]], "forces_ev_per_a": [[-0.1, -0.5, -0.3], [-0.2, 0.4, 0.5], [-0.4, -0.2, 0.3], [0.0, 0.0, 0.0], [0.1, 0.2, -0.1], [-0.1, 0.1, 0.1], [0.1, 0.1, 0.1], [0.0, 0.1, 0.0], [0.0, 0.0, 0.0], [0.0, 0.0, 0.0], [0.0, -0.1, 0.0], [0.1, 0.3, -0.1], [0.1, 0.2, 0.2], [-0.1, 0.1, 0.1], [-0.1, -0.2, 0.1], [0.1, -0.1, 0.2], [0.1, 0.0, 0.0], [0.1, 0.0, -0.1], [0.0, 0.0, 0.0], [0.1, 0.0, 0.0], [-0.1, 0.0, 0.0], [0.0, -0.1, 0.0], [0.1, -0.1, -0.1], [0.0, 0.0, 0.0], [0.0, 0.1, 0.0], [0.0, 0.0, -0.1], [0.0, 0.0, 0.1], [0.0, 0.0, 0.0], [0.0, 0.0, -0.3], [0.2, 0.1, 0.0], [0.0, 0.0, -0.1], [0.0, 0.0, 0.0], [0.0, 0.0, 0.0], [0.0, 0.0, 0.0], [0.0, 0.0, 0.0], [0.0, 0.0, 0.0], [0.0, 0.0, 0.0], [0.0, 0.0, 0.0], [0.0, 0.0, 0.0], [0.4, 0.1, -0.2], [0.0, 0.0, 0.0], [0.0, 0.0, 0.1], [0.0, 0.0, 0.0], [0.0, 0.0, 0.0], [0.0, 0.0, 0.0], [0.0, 0.0, 0.0], [0.0, 0.0, 0.0], [0.0, 0.0, 0.0], [0.0, 0.0, 0.0], [0.0, 0.0, 0.0], [-0.2, -0.1, -0.1], [0.0, 0.0, 0.0], [0.0, 0.0, 0.0], [-0.1, -0.1, 0.1], [0.0, -0.3, -0.3], [0.0, 0.0, 0.0], [0.0, 0.0, 0.0], [0.0, 0.0, 0.0], [0.0, 0.0, 0.0], [0.0, 0.0, -0.1], [0.1, 0.0, 0.0], [0.0, 0.0, 0.0], [0.0, 0.0, 0.1], [-0.1, 0.1, 0.0], [0.0, 0.0, 0.0], [0.0, 0.0, 0.0], [0.0, 0.0, 0.0], [0.0, 0.0, -0.1], [0.0, 0.0, 0.0], [0.0, 0.0, 0.0], [0.0, 0.0, 0.0], [0.0, 0.0, 0.0]]}